#w
A cluster of 2 separate species, CH4N2O in total. Source: the Open Molecules 2025 dataset; level of theory: wB97M-V/def2-TZVPD.

Computed properties:
**LUMO energy**: 1.1 eV
**Orbital gap**: 13.208 eV

The geometry in ORCA input format:
```
! RIJCOSX wB97M-V def2-TZVPD def2/J DEFGRID3
* xyz 0 1
N -1.939 1.006 -0.039
N -2.439 0.735 0.922
O -2.933 0.387 1.916
C 1.487 -0.400 -0.590
H 0.822 -1.197 -0.674
H 2.016 -0.329 -1.463
H 0.885 0.461 -0.289
H 2.102 -0.663 0.217
*
```

Charge distribution, Löwdin scheme, values in e: N 0.2339; N -0.3136; O 0.0995; C -0.0241; H -0.0039; H -0.0093; H 0.0137; H 0.0037

---

#x
A structure of composition CH4N2O. Source: the Open Molecules 2025 dataset; level of theory: wB97M-V/def2-TZVPD.

Computed properties:
**LUMO energy**: 0.8 eV
**Orbital gap**: 10.345 eV

The geometry in ORCA input format:
```
! RIJCOSX wB97M-V def2-TZVPD def2/J DEFGRID3
* xyz 0 1
C 0.437 0.976 0.299
H -0.783 -1.851 0.634
H -1.579 -0.191 -0.436
H 1.265 -0.508 -1.042
H 1.484 1.436 0.330
N -0.724 -1.008 -0.359
N 0.492 -0.357 -0.047
O -0.594 1.503 0.620
*
```

Charge distribution, Löwdin scheme, values in e: C -0.4206; H 0.2025; H 0.1519; H 0.2347; H 0.1345; N -0.1133; N -0.1978; O 0.0079

---

#y
The molecule CH4N2O. Source: the Open Molecules 2025 dataset; level of theory: wB97M-V/def2-TZVPD.

Computed properties:
**LUMO energy**: 0.3 eV
**Orbital gap**: 9.298 eV

The geometry in ORCA input format:
```
! RIJCOSX wB97M-V def2-TZVPD def2/J DEFGRID3
* xyz 0 1
H -0.892 -1.481 -0.077
N -1.479 -0.665 -0.141
C -0.728 0.386 -0.135
N 0.565 0.436 -0.049
O 1.496 -0.547 -0.263
H -1.255 1.308 0.011
H 0.815 1.545 -0.180
H 1.477 -0.982 0.835
*
```

Charge distribution, Löwdin scheme, values in e: H 0.0044; N 0.0602; C -0.3915; N -0.1764; O -0.0672; H 0.1065; H 0.2129; H 0.2511

---

Most favorable structure: #w. The second most favorable one is 1.200 eV above it.